The following is a DFT calculation (ωB97M-V/def2-TZVPD) of 5 unconnected molecules or ions with the total composition C45H106B2FN9O13PSSi.

Atoms and positions in Å:
1 O 2.17 -0.16 -1.63
2 H 5.32 0.26 -2.44
3 C -7.18 -1.04 -5.20
4 H 5.76 -1.34 1.36
5 H 6.02 -2.93 2.06
6 C 5.47 -6.45 1.22
7 O -1.29 -0.28 -0.28
8 H -4.13 1.07 4.75
9 N 5.03 -8.26 4.13
10 H -9.67 -0.53 -6.07
11 C 0.98 0.43 -1.22
12 H 1.16 -2.60 -1.42
13 H 1.43 3.36 -0.79
14 H 2.32 6.78 3.96
15 H -6.59 0.89 -4.52
16 N 3.59 7.53 2.43
17 H 4.17 6.94 5.18
18 H 4.21 -2.73 3.33
19 H -6.63 0.53 7.44
20 H 0.62 10.60 2.50
21 C -3.55 -0.49 -4.46
22 H 4.59 -6.24 0.60
23 H 5.26 -6.33 5.01
24 H -1.79 -3.16 -2.62
25 H -3.86 -1.21 5.67
26 H -5.02 2.17 6.65
27 H 3.07 -1.47 -3.51
28 H -1.86 1.18 -2.88
29 H 7.09 -9.04 6.77
30 O 8.00 -8.47 5.07
31 C -2.23 -0.62 4.45
32 C 4.73 -1.72 -0.84
33 H 5.01 6.10 2.94
34 N -7.97 -1.81 -6.17
35 N -3.71 0.91 5.66
36 C 0.22 1.53 -3.47
37 F 0.33 4.58 1.01
38 H 2.33 1.54 0.85
39 H -2.61 -1.80 -1.92
40 H -3.57 -1.52 -4.78
41 H -0.10 -0.29 -6.45
42 H 5.64 7.70 2.60
43 H -8.18 0.91 -5.26
44 H 0.22 0.98 1.36
45 S 4.33 -0.36 3.21
46 H 1.24 -1.22 1.83
47 C -10.13 -2.24 -7.23
48 H -3.19 1.31 2.79
49 H -0.69 2.33 0.19
50 H -9.77 -2.03 -5.13
51 C -3.10 -0.41 5.67
52 H -1.04 -0.87 0.45
53 H 5.75 -8.17 3.42
54 C 4.94 7.46 4.59
55 H 6.72 -7.40 6.29
56 H -6.96 1.84 -8.30
57 C -7.18 0.48 -5.35
58 H 0.34 -3.40 -2.75
59 C 4.10 -1.26 -3.29
60 H -5.77 0.46 3.64
61 O 0.86 8.63 2.88
62 C 4.83 7.16 3.10
63 C -1.26 1.83 -3.51
64 H 3.89 -3.09 -2.19
65 H -7.42 -0.17 3.67
66 H 1.97 9.86 1.62
67 H -1.23 -1.63 -6.56
68 C -1.69 -2.36 -1.89
69 H -3.40 -0.46 -3.39
70 H 0.52 3.86 -2.17
71 H -0.43 -1.26 -5.03
72 H -1.66 4.50 0.73
73 H -0.69 5.21 -0.60
74 H 3.86 -3.23 0.31
75 H -1.49 0.17 4.36
76 H -9.87 -3.30 -7.31
77 B 3.17 0.85 -2.00
78 H -1.70 -1.57 4.56
79 N 1.63 -0.49 3.56
80 H -7.51 -1.29 -4.19
81 C 4.52 -6.93 4.45
82 C -6.02 0.29 6.57
83 H 5.60 -7.53 1.32
84 C 2.42 6.77 2.86
85 H 7.80 -6.44 4.65
86 C 0.65 -2.43 -2.37
87 H 2.95 8.73 5.49
88 H -7.31 0.11 -8.27
89 H -2.39 1.50 -7.63
90 H -1.79 0.44 2.09
91 H -9.63 -3.26 -9.61
92 C 6.86 -8.41 5.91
93 C -0.89 -0.82 -5.92
94 H 5.56 -1.03 -0.73
95 P 1.34 0.57 0.61
96 H 3.15 -2.17 2.06
97 Si -2.26 0.38 -5.50
98 H 1.33 -2.03 -3.10
99 C 0.61 3.07 -1.43
100 H 2.52 5.74 2.53
101 H 6.34 -6.04 0.72
102 C -9.12 -2.31 -9.38
103 H 0.47 0.52 -3.77
104 O -3.04 -0.72 3.28
105 H -7.67 -1.56 -7.10
106 H 9.25 -7.24 4.04
107 H -6.15 -1.38 -5.30
108 O 4.95 8.84 4.91
109 H 5.82 -9.99 4.93
110 H -9.05 -1.73 -10.30
111 C 4.17 -6.16 3.19
112 C 3.68 9.43 5.09
113 H 1.21 7.42 1.20
114 H -4.02 1.33 -6.99
115 C -2.84 0.35 2.37
116 H 3.68 -5.23 3.48
117 C -3.08 0.82 -7.14
118 H 5.90 7.06 4.93
119 C -9.41 -1.60 -6.07
120 C 4.35 0.20 -2.91
121 H 7.72 -7.53 3.23
122 O 5.35 -5.82 2.48
123 H 4.45 0.76 -3.84
124 H -11.21 -2.18 -7.05
125 H 5.47 -3.66 -0.18
126 C 4.87 -2.84 0.19
127 C -7.35 1.03 -7.67
128 H -4.53 -0.08 -4.70
129 O -6.81 0.62 5.44
130 C -4.73 1.11 6.68
131 H 3.63 -7.03 5.07
132 N 0.64 0.40 3.86
133 H 0.71 2.45 4.26
134 H -1.56 -2.86 -0.93
135 H -1.38 2.86 -3.19
136 C 8.18 -7.36 4.21
137 O 2.30 1.95 -2.55
138 C 2.73 0.17 3.52
139 H -8.39 1.26 -7.42
140 H 4.62 -1.46 -4.23
141 H 3.85 -1.16 -0.55
142 H 3.41 8.52 2.58
143 H -4.29 0.93 7.66
144 H 3.48 -6.73 2.57
145 H 0.28 9.55 1.11
146 H 3.31 9.87 4.16
147 H 5.57 -2.69 -2.55
148 H -3.42 0.14 1.47
149 O 2.52 1.48 3.81
150 H 4.82 -9.06 6.04
151 O -6.53 0.94 -6.53
152 H 4.79 1.99 -1.15
153 H -3.16 -0.07 -7.75
154 C 4.12 -2.02 2.51
155 N 1.83 -0.88 1.08
156 C 1.15 7.35 2.29
157 N -0.52 -1.52 -2.24
158 H -2.49 -0.52 6.57
159 C 4.61 -2.28 -2.25
160 C -0.67 3.10 -0.58
161 C -6.50 -0.08 4.25
162 C 5.59 -8.98 5.27
163 H -5.83 -0.79 6.61
164 H 3.80 10.25 5.81
165 O -9.85 -1.55 -8.44
166 H -1.58 3.03 -1.15
167 B -0.30 -0.50 -1.25
168 H 0.69 2.23 -4.14
169 O -1.73 1.82 -4.88
170 N 3.96 1.53 -0.79
171 C 0.94 9.70 1.97
172 H 3.41 2.31 -0.43
173 C 1.21 1.54 4.00
174 C -0.75 4.42 0.14
175 H -8.11 -2.53 -9.03
176 C 5.30 -2.30 1.56
177 H 0.32 6.69 2.53
178 C 0.95 1.76 -2.12
179 H -6.11 -1.08 4.46

Output
Orbital gap in eV: 6.701
LUMO energy in eV: 2.02
Net charge: -1
Strongest force on any atom in Eh/bohr: 0.0375
M in g mol⁻¹: 1113.1
Relative energy (zero: lowest compared OMol25 entry of this formula, charge and spin) in eV: 0.000



The following is a DFT calculation (ωB97M-V/def2-TZVPD) of a molecular structure, C27H22Br2MnN5O.

Atoms and positions in Å:
1 O -1.59 1.69 -1.51
2 H 0.74 1.71 3.38
3 H -0.67 0.70 5.12
4 C 4.74 -0.15 1.80
5 H 6.34 -1.32 0.97
6 C -0.15 -2.31 -0.85
7 N 2.63 -0.35 0.71
8 H -2.79 -3.01 -0.80
9 Br -3.65 -0.17 -3.14
10 C -3.72 -0.65 1.78
11 N 1.29 1.40 -1.17
12 H -4.78 1.31 1.34
13 N -0.88 -0.56 0.53
14 C -4.39 -0.22 -0.30
15 H 5.34 0.30 2.59
16 C -4.04 0.62 0.95
17 C -1.35 -1.66 -0.18
18 H 0.81 -1.09 -3.29
19 C -0.95 0.57 4.08
20 C -2.51 1.19 -0.88
21 H 2.47 4.41 -2.02
22 Br -5.08 -1.18 3.03
23 C 2.10 3.40 -2.15
24 C 1.50 1.54 -3.53
25 H 2.94 0.87 2.36
26 C 5.30 -1.05 0.90
27 C 1.15 0.85 -2.39
28 H -2.56 2.28 0.99
29 C 4.50 -1.59 -0.09
30 C -2.08 -0.19 3.73
31 H 2.22 -2.88 -1.09
32 H -4.56 -2.26 0.56
33 Mn 0.71 0.17 0.31
34 H -5.44 -0.34 -0.55
35 H 2.25 3.40 -4.29
36 H 1.81 3.05 -0.05
37 H 2.69 -1.62 -2.20
38 C -0.16 1.19 3.08
39 C 1.98 2.84 -3.41
40 H 4.90 -2.30 -0.80
41 C -2.42 -0.30 2.42
42 C 2.25 -1.80 -1.21
43 N -0.40 1.13 1.80
44 C 0.52 -0.52 -2.40
45 H -0.56 -0.38 -2.42
46 C -3.79 -1.50 0.45
47 C -3.55 0.33 -1.38
48 C -2.60 -2.12 -0.20
49 H 1.38 1.08 -4.50
50 C 3.41 0.17 1.68
51 H -0.42 -2.87 -1.74
52 H 0.31 -2.99 -0.13
53 C -1.60 0.38 1.37
54 C 3.16 -1.22 -0.16
55 C 1.74 2.65 -1.05
56 N 0.87 -1.25 -1.16
57 H -2.71 -0.63 4.50
58 C -2.67 1.26 0.63

Output
Orbital gap (spin up / spin down) in eV: 6.735 / 6.993
LUMO energy (spin up / spin down) in eV: -6.96 / -7.46
Net charge: +2
Strongest force on any atom in Eh/bohr: 0.0065
M in g mol⁻¹: 647.3
2S+1: 5
Expectation value of S²: 6.134
Relative energy (zero: lowest compared OMol25 entry of this formula, charge and spin) in eV: 0.000



What is the strongest force on any atom in the second record?
0.0065 Eh/bohr



What is the formula in the second record?
C27H22Br2MnN5O